Formula: C15H34AlINO9
Source: the Open Molecules 2025 dataset
Level of theory: the ωB97M-V functional and the def2-TZVPD basis

HOMO level (eV): -4.317
Total charge: -1
F_max (eV/A): 1.151
Lowest unoccupied orbital energy (eV): 1.895
E (eV): -50723.71515

Cartesian coordinates (Å):
C (8.375, -3.702, 1.448)
C (7.359, -4.524, 0.666)
C (6.550, -3.685, -0.348)
N (5.350, -3.105, 0.224)
Al (3.645, -3.430, -0.410)
C (2.437, -3.845, 1.173)
I (3.132, -5.665, 2.165)
C (0.934, -3.959, 0.946)
C (0.545, -4.891, -0.210)
H (8.975, -3.069, 0.787)
H (7.886, -3.040, 2.166)
H (9.072, -4.326, 2.016)
H (7.850, -5.369, 0.171)
H (6.624, -4.946, 1.354)
H (7.219, -2.906, -0.746)
H (6.307, -4.321, -1.208)
H (5.505, -2.121, 0.403)
H (3.680, -4.677, -1.460)
H (2.959, -2.075, -1.048)
H (2.618, -3.101, 1.953)
H (0.409, -4.261, 1.860)
H (0.602, -2.937, 0.729)
H (-0.252, -5.586, 0.059)
H (1.401, -5.493, -0.522)
H (0.228, -4.337, -1.096)
C (-2.514, -2.614, 1.447)
O (-1.881, -1.376, 1.097)
C (-2.702, -0.433, 0.654)
O (-3.905, -0.513, 0.586)
O (-1.992, 0.677, 0.450)
C (-2.766, 1.820, 0.067)
H (-1.704, -3.273, 1.740)
H (-3.217, -2.458, 2.264)
H (-3.049, -3.020, 0.589)
H (-3.456, 2.105, 0.859)
H (-3.326, 1.625, -0.844)
H (-2.041, 2.610, -0.103)
C (-4.909, 5.287, -4.562)
O (-4.532, 4.245, -3.656)
C (-4.300, 3.067, -4.242)
O (-4.391, 2.844, -5.422)
O (-3.954, 2.193, -3.303)
C (-3.655, 0.874, -3.790)
H (-5.058, 6.165, -3.942)
H (-4.122, 5.458, -5.294)
H (-5.826, 5.022, -5.087)
H (-2.818, 0.911, -4.484)
H (-4.523, 0.455, -4.295)
H (-3.402, 0.293, -2.909)
C (-0.578, 3.897, 2.263)
O (-1.870, 4.461, 1.976)
C (-2.117, 5.616, 2.584)
O (-1.368, 6.209, 3.318)
O (-3.344, 6.019, 2.241)
C (-3.740, 7.261, 2.832)
H (-0.543, 2.958, 1.720)
H (0.208, 4.572, 1.930)
H (-0.474, 3.726, 3.332)
H (-3.062, 8.058, 2.532)
H (-3.734, 7.185, 3.918)
H (-4.744, 7.446, 2.463)